1.
20
Properties=species:S:1:pos:R:3 method="wB97M-V/def2-TZVPD" spin_multiplicity=2 homo_energy_ev="-4.612 / -8.895" total_charge=0 energy_ev=-9279.9335 lumo_energy_ev="0.90 / 0.85"
N -1.765 0.522 -2.535
C -1.826 1.312 -1.312
N -0.882 0.950 -0.237
H -0.853 0.589 -2.976
H -1.928 -0.457 -2.329
H -1.707 2.365 -1.559
H -2.821 1.145 -0.902
H -0.770 -0.057 -0.298
H 0.041 1.314 -0.460
C 1.761 -1.408 -0.276
N 0.509 0.068 2.951
C 0.593 -0.718 1.805
N 1.662 -0.628 0.938
H 2.006 -0.755 -1.114
H 0.806 -1.901 -0.459
H 2.529 -2.181 -0.174
H 0.960 0.973 2.943
H -0.418 0.122 3.337
H -0.258 -1.329 1.561
H 2.361 0.074 1.094

---

2.
21
Properties=species:S:1:pos:R:3 method="wB97M-V/def2-TZVPD" homo_energy_ev="-6.162 / -6.162" total_charge=0 energy_ev=-10769.3101 lumo_energy_ev="0.78 / 0.78"
C 1.503 0.237 0.818
C -0.957 -0.691 -0.819
C -0.565 1.347 1.452
N 0.577 0.578 1.698
N 1.835 1.037 -0.269
N 2.045 -1.048 0.832
N -1.181 0.034 -2.069
N -1.924 -1.749 -0.568
H 0.432 -0.124 2.414
H -0.015 -1.239 -0.967
H 1.193 1.732 -0.639
H 2.693 1.565 -0.164
H 2.440 -1.348 -0.051
H 1.377 -1.739 1.180
H -0.299 0.381 -2.437
H -1.816 0.817 -1.950
H -2.851 -1.339 -0.510
H -1.962 -2.380 -1.365
H -0.355 2.283 0.949
H -1.115 1.535 2.366
H -1.055 0.112 0.098

---

3.
19
Properties=species:S:1:pos:R:3 method="wB97M-V/def2-TZVPD" spin_multiplicity=2 homo_energy_ev="-15.071 / -15.070" total_charge=+1 energy_ev=-8898.1204 lumo_energy_ev="-2.97 / -7.97"
C 0.432 -0.067 -1.056
C -0.914 -0.689 -1.475
C -1.934 -0.436 -0.365
N 1.512 -0.981 -0.998
H 0.262 0.300 -0.047
H 0.839 0.795 -1.615
H -0.735 -1.757 -1.432
H -1.333 -0.344 -2.418
H -1.941 -1.179 0.428
H -2.967 -0.316 -0.717
H -1.818 0.553 0.109
H 1.385 -1.889 -1.455
H 1.999 -1.019 -0.088
H 1.958 0.287 2.043
H 1.888 -1.078 2.844
O 1.546 -0.583 2.093
H 0.556 3.256 1.624
H -0.760 2.698 1.015
O 0.026 2.449 1.509

---

4.
19
Properties=species:S:1:pos:R:3 method="wB97M-V/def2-TZVPD" spin_multiplicity=2 homo_energy_ev="-14.907 / -14.907" total_charge=+1 energy_ev=-8897.5951 lumo_energy_ev="-2.90 / -7.23"
C 0.084 -0.321 1.259
N -1.040 0.065 0.433
C -0.925 -0.344 -1.010
C -2.380 -0.266 0.976
H -0.166 -0.964 2.123
H 0.647 0.626 1.737
H 0.885 -0.733 0.617
H -1.504 -1.286 -1.158
H -1.432 0.451 -1.659
H 0.108 -0.492 -1.255
H -2.636 -1.319 0.545
H -3.182 0.398 0.710
H -2.286 -0.082 2.076
H 1.217 2.544 -0.175
H -0.261 2.152 -0.252
O 0.623 1.809 -0.427
H 3.290 -1.787 -0.546
H 3.434 -0.855 -1.690
O 2.928 -1.005 -0.984

---

5.
20
Properties=species:S:1:pos:R:3 method="wB97M-V/def2-TZVPD" homo_energy_ev=-8.731 total_charge=0 energy_ev=-19741.5981 lumo_energy_ev=0.71 smiles=NCCCS.O.O
C 0.199 -0.711 0.599
C 0.452 0.804 0.664
C 0.967 1.106 2.091
S 1.646 2.839 2.257
N -1.019 -0.984 -0.160
H 0.044 -1.031 1.647
H 1.042 -1.289 0.217
H 1.278 1.146 0.023
H -0.459 1.370 0.474
H 1.825 0.530 2.411
H 0.104 1.025 2.748
H 0.751 3.396 3.089
H -1.191 -0.247 -0.824
H -1.068 -1.885 -0.596
H -1.235 1.780 -3.413
H 0.202 2.210 -3.281
O -0.523 1.883 -2.764
H -1.572 -4.170 -1.151
H -0.256 -3.978 -2.074
O -1.185 -3.795 -1.957

---

6.
21
Properties=species:S:1:pos:R:3 method="wB97M-V/def2-TZVPD" homo_energy_ev=-9.206 total_charge=0 energy_ev=-30577.1834 lumo_energy_ev=0.41 smiles=NCCCSS.O.O
S 2.766 0.752 -0.519
S 1.633 0.106 1.022
C 1.025 -1.518 0.429
C 0.271 -1.463 -0.883
C -1.161 -0.833 -0.776
N -1.257 0.460 -1.466
H 3.762 -0.129 -0.433
H 1.940 -2.109 0.390
H 0.344 -1.886 1.197
H 0.845 -1.047 -1.701
H 0.042 -2.468 -1.279
H -1.838 -1.537 -1.261
H -1.398 -0.699 0.286
H -0.396 0.799 -1.873
H -1.903 0.382 -2.244
H -1.237 2.702 -0.842
H -0.669 2.758 0.498
O -1.155 3.352 -0.118
H -0.691 0.791 2.429
H -0.221 1.125 3.836
O -0.706 0.462 3.309

---

7.
20
Properties=species:S:1:pos:R:3 method="wB97M-V/def2-TZVPD" homo_energy_ev=-7.983 total_charge=0 energy_ev=-10952.9309 lumo_energy_ev=0.68 smiles="C=CNC.O.O.O"
C 0.724 -2.139 1.159
C 0.693 -0.889 1.671
N 0.366 0.224 0.884
C 1.190 1.457 0.995
H 1.162 -2.319 0.185
H 0.553 -2.975 1.824
H 1.224 -0.638 2.590
H 0.515 -0.048 -0.102
H 2.242 1.195 1.106
H 0.840 2.033 1.855
H 1.003 2.085 0.127
H -2.478 1.631 0.190
H -1.312 0.801 0.626
O -2.167 0.721 0.125
H 1.298 -0.174 -2.483
H -0.105 -0.741 -2.380
O 0.762 -0.752 -1.929
H -2.108 0.087 -1.338
H -2.538 0.447 -2.805
O -1.866 -0.005 -2.298

---

8.
21
Properties=species:S:1:pos:R:3 method="wB97M-V/def2-TZVPD" homo_energy_ev=-8.925 total_charge=0 energy_ev=-21789.0208 lumo_energy_ev=0.26 smiles=OCNCCS.O.O
C 1.385 -0.486 0.100
C 0.408 -0.492 -1.062
S 1.056 -1.465 -2.465
N 0.858 0.036 1.369
C 0.009 -0.880 2.151
O -0.566 -1.959 1.462
H 2.264 0.088 -0.205
H 1.746 -1.504 0.290
H -0.560 -0.911 -0.774
H 0.202 0.516 -1.427
H 2.330 -1.083 -2.300
H 0.258 0.810 1.110
H -0.832 -0.316 2.525
H 0.584 -1.264 2.992
H 0.089 -2.649 1.291
H -2.862 2.386 0.904
H -2.570 2.300 -0.558
O -3.314 2.392 0.052
H -0.826 3.840 0.045
H -0.272 3.733 1.443
O -0.294 3.246 0.606

---

9.
21
Properties=species:S:1:pos:R:3 method="wB97M-V/def2-TZVPD" homo_energy_ev=-10.131 total_charge=0 energy_ev=-13001.9884 lumo_energy_ev=0.86 smiles="CCNC=O.O.O.O"
C 0.473 1.294 0.631
N 0.701 0.849 -0.631
C 0.570 1.771 -1.770
C -0.776 1.798 -2.428
O -0.022 0.538 1.474
H 0.674 2.332 0.890
H 0.578 -0.131 -0.836
H 1.337 1.388 -2.467
H 0.831 2.783 -1.459
H -1.546 2.219 -1.759
H -1.294 0.876 -2.705
H -0.692 2.337 -3.359
H -1.618 -2.586 -1.421
H -2.228 -1.321 -1.342
O -1.992 -1.957 -2.027
H -1.231 -0.559 0.758
H -2.484 -1.073 1.366
O -2.024 -1.086 0.512
H 4.108 -2.574 5.514
H 3.371 -3.894 5.372
O 3.265 -3.004 5.686

---

10.
21
Properties=species:S:1:pos:R:3 method="wB97M-V/def2-TZVPD" homo_energy_ev=-4.909 total_charge=-1 energy_ev=-13558.5748 lumo_energy_ev=3.72
C 1.222 -0.824 0.828
O 1.610 0.013 -0.240
C 0.549 -0.044 1.964
C -0.468 1.084 1.443
O -1.412 0.568 0.522
H 0.255 -1.392 0.581
H 2.181 -1.501 1.054
H 1.340 0.498 2.488
H 0.145 -0.674 2.700
H -1.073 1.305 2.265
H 0.231 1.773 0.834
H -1.155 -0.129 -0.495
H -0.837 -2.211 -1.970
H -0.110 -3.513 -2.328
O -0.958 -3.070 -2.512
H -0.398 2.551 -0.277
H -0.116 3.240 -1.606
O -0.105 3.478 -0.718
H 0.772 0.098 -0.798
H -0.910 -0.439 -2.257
O -0.764 -0.812 -1.479

---

11.
21
Properties=species:S:1:pos:R:3 method="wB97M-V/def2-TZVPD" spin_multiplicity=2 homo_energy_ev="1.068 / -6.567" total_charge=-1 energy_ev=-10410.9714 lumo_energy_ev="3.67 / 3.62"
N -1.542 0.015 2.997
C -1.742 -0.369 1.510
C -0.442 -0.521 0.837
C -0.488 -1.057 -0.500
N 0.864 -1.398 -0.958
H -2.449 -0.206 3.418
H -1.343 1.031 3.085
H -2.443 0.293 1.120
H -2.265 -1.358 1.408
H 0.076 0.523 1.032
H 0.142 -1.377 1.370
H -0.924 -0.389 -1.212
H -1.109 -2.033 -0.450
H 1.101 -2.268 -0.368
H 0.673 -1.832 -1.869
H 3.963 0.138 -1.077
H 2.464 -0.024 -0.992
O 3.132 0.590 -1.382
H -0.330 1.734 -2.498
H -0.273 3.144 -2.507
O -0.195 2.408 -1.845

---

12.
21
Properties=species:S:1:pos:R:3 method="wB97M-V/def2-TZVPD" spin_multiplicity=2 homo_energy_ev="1.100 / -6.291" total_charge=-1 energy_ev=-10410.7297 lumo_energy_ev="3.14 / 3.17"
C 0.587 -1.298 0.483
C 0.237 0.145 0.070
N -0.020 0.227 -1.375
C -1.351 0.914 -1.877
N -1.273 1.285 -3.248
H -0.021 -2.077 0.030
H 0.619 -1.478 1.566
H 1.536 -1.726 0.320
H -0.654 0.513 0.693
H 1.058 0.862 0.194
H -0.093 -0.733 -1.700
H -1.626 1.726 -1.131
H -2.105 0.058 -1.582
H -0.659 2.108 -3.355
H -1.014 0.494 -3.810
H -2.067 -2.292 6.874
H -0.720 -1.842 6.618
O -1.174 -2.696 6.953
H 3.663 1.766 -1.903
H 2.162 1.721 -1.808
O 2.913 2.323 -2.011